DFT (ωB97M-V with the def2-TZVPD basis set) results for a structure of composition C28H43BrFeN4O9PSTe in a non-equilibrium geometry.

Its net charge is +1. The HOMO energy (alpha / beta) comes out at -9.17 / -9.18 eV. The calculation puts the LUMO energy (alpha / beta) at -1.99 / -1.99 eV. The multiplicity is 5. For the HOMO-LUMO gap (alpha / beta), the calculation gives 7.179 / 7.184 eV.

Geometry (Å):
Fe1 -0.1490 -0.2506 -0.8530
C1 -4.4718 1.2613 0.6399
N1 -3.9553 1.6073 -0.6775
C2 -4.9368 1.8894 -1.7090
C3 -2.6574 1.4217 -0.9361
O1 -1.8414 1.0706 -0.0807
C4 -2.1968 1.6816 -2.3637
O2 -0.8066 1.4610 -2.5088
C5 0.0186 2.6012 -2.5402
C6 0.9422 2.6417 -1.3257
O3 0.8403 1.7870 -0.4524
N2 1.8516 3.6271 -1.2735
C7 2.7291 3.7353 -0.1159
C8 2.0573 4.6466 -2.2861
H1 -5.1284 2.0543 0.9967
H2 -3.6363 1.1468 1.3217
H3 -5.0243 0.3206 0.5967
H4 -5.8397 2.2651 -1.2344
H5 -5.1895 0.9888 -2.2745
H6 -4.5821 2.6488 -2.4041
H7 -2.4621 2.6968 -2.6681
H8 -2.6933 0.9624 -3.0178
H9 -0.5706 3.5215 -2.5781
H10 0.6167 2.5358 -3.4528
H11 2.4848 2.9440 0.5841
H12 2.5920 4.7071 0.3619
H13 3.7717 3.6379 -0.4237
H14 1.4480 4.4765 -3.1680
H15 3.1070 4.6474 -2.5853
H16 1.8196 5.6332 -1.8831
C9 0.9766 -3.4503 -1.6494
O4 0.9070 -2.4647 -0.6206
C10 1.2734 -2.8501 0.6314
C11 1.5160 -4.1473 1.0353
C12 1.9649 -4.3744 2.3332
Br1 2.2421 -6.1645 2.8971
C13 2.2363 -3.3377 3.1940
C14 2.0063 -2.0191 2.7830
C15 1.4608 -1.7866 1.5170
O5 1.1570 -0.5701 1.0365
C16 2.4084 -0.8747 3.5913
N3 2.1830 0.3731 3.2370
C17 2.8165 1.1674 4.1714
C18 2.9265 2.5531 4.2582
C19 3.6590 3.0700 5.3076
C20 4.2725 2.2396 6.2550
C21 4.1750 0.8641 6.1819
C22 3.4396 0.3446 5.1247
N4 3.1536 -0.9465 4.7294
H17 1.9903 -3.8577 -1.7218
H18 0.7002 -2.9456 -2.5708
H19 0.2708 -4.2601 -1.4737
H20 1.3742 -4.9866 0.3706
H21 2.6267 -3.5520 4.1789
H22 1.5348 0.1353 1.6653
H23 2.4548 3.1911 3.5240
H24 3.7652 4.1420 5.4075
H25 4.8384 2.6884 7.0599
H26 4.6513 0.2218 6.9110
H27 3.4594 -1.7833 5.1923
C23 3.3384 -2.0963 -3.1956
S1 2.1004 -0.8026 -3.5391
C24 3.2518 0.5159 -4.0508
O6 1.6187 -0.3641 -2.1913
H28 4.3045 -1.6675 -2.9436
H29 3.4205 -2.7429 -4.0679
H30 2.9530 -2.6592 -2.3484
H31 3.3826 0.4713 -5.1308
H32 4.2073 0.4210 -3.5420
H33 2.7745 1.4523 -3.7683
C25 -5.6351 -1.3197 -3.1143
C26 -5.3011 -1.4241 -1.6374
O7 -3.9755 -0.9620 -1.3390
P1 -2.6318 -1.8756 -1.4954
O8 -1.6478 -1.0677 -2.2912
Te1 -3.0868 -4.1072 -2.0969
O9 -1.9881 -1.7032 0.0054
C27 -2.4612 -2.4420 1.1375
C28 -2.8515 -1.4945 2.2559
H34 -6.6467 -1.6897 -3.2825
H35 -4.9416 -1.9220 -3.6991
H36 -5.5762 -0.2857 -3.4604
H37 -5.4207 -2.4601 -1.3136
H38 -5.9794 -0.8064 -1.0443
H39 -1.6566 -3.1019 1.4709
H40 -3.3011 -3.0729 0.8402
H41 -2.0539 -0.7654 2.4110
H42 -3.0075 -2.0580 3.1753
H43 -3.7674 -0.9572 2.0101


DFT (ωB97M-V with the def2-TZVPD basis set) results for a structure of composition C28H43BrN2P2SSr in a non-equilibrium geometry.

Its net charge is +2. The HOMO energy comes out at -10.75 eV. The calculation puts the LUMO energy at -7.74 eV. The value obtained for the energy above the lowest of the compared OMol25 structures with the same formula, charge and spin is 123.1 kJ/mol. The multiplicity is 1. For the HOMO-LUMO gap, the calculation gives 3.008 eV.

Geometry (Å):
N1 -6.1196 5.1414 -3.9842
C1 -6.0712 5.7410 -2.7938
C2 -5.1288 5.3790 -1.8273
C3 -4.1934 4.3479 -2.1067
C4 -4.2682 3.7561 -3.3966
C5 -5.2717 4.1688 -4.2834
C6 -3.2222 3.8997 -1.1237
Sr1 -0.4885 3.1032 0.5974
P1 5.3299 -0.4144 0.6116
C7 -2.0255 3.2886 -1.5176
C8 -1.7374 1.8542 -1.3710
C9 -0.5739 1.2318 -1.9054
C10 -0.2930 -0.0966 -1.6174
C11 -0.9757 -0.7746 -0.5685
C12 -1.9446 -0.0350 0.1249
C13 -2.4517 1.1585 -0.3661
Br1 1.5922 0.0654 0.5737
H1 -3.4562 4.1812 -0.0831
H2 -1.3234 3.8489 -2.1648
H3 -5.1105 5.9401 -0.8926
H4 -3.5569 3.0042 -3.7114
H5 -6.8108 6.5339 -2.6037
H6 -5.3701 3.6838 -5.2626
H7 0.0595 1.8042 -2.5898
H8 -3.4243 1.5456 -0.0335
H9 0.5313 -0.5863 -2.1137
H10 -2.2781 -0.3707 1.1047
P2 -0.9447 -2.4973 -0.0137
C14 4.7546 1.2909 0.9138
C15 5.7847 2.3593 0.5136
H11 4.5761 1.3446 1.9976
H12 3.7875 1.4201 0.4015
H13 5.4465 3.3423 0.8648
H14 6.7528 2.1476 0.9815
H15 5.9293 2.4294 -0.5684
C16 4.6726 -0.9645 -1.0010
C17 5.4997 -2.1225 -1.5878
H16 4.7048 -0.0967 -1.6762
H17 3.6198 -1.2309 -0.8443
H18 5.1615 -2.3568 -2.6047
H19 6.5605 -1.8501 -1.6324
H20 5.4199 -3.0355 -0.9841
C18 4.5354 -1.5273 1.8563
C19 5.4806 -1.7574 3.0452
H21 4.3489 -2.4858 1.3525
H22 3.5597 -1.1077 2.1508
H23 5.0261 -2.4541 3.7613
H24 6.4261 -2.1978 2.7059
H25 5.7145 -0.8319 3.5816
C20 -0.7375 -2.4857 1.7841
C21 -0.9022 -3.8540 2.4489
H26 -1.4366 -1.7749 2.2463
H27 0.2649 -2.0775 1.9774
H28 -1.9292 -3.9359 2.8302
H29 -0.7171 -4.6794 1.7464
H30 -0.2089 -3.9264 3.2981
C22 0.2201 -3.4911 -0.9376
C23 0.0127 -3.3502 -2.4449
H31 0.0928 -4.5356 -0.6021
H32 1.2183 -3.1649 -0.6452
H33 -0.8500 -3.9322 -2.7961
H34 -0.1611 -2.3113 -2.7567
H35 0.9001 -3.7208 -2.9571
C24 -2.6052 -3.0645 -0.4531
C25 -3.7458 -2.5599 0.4321
H36 -2.5760 -4.1673 -0.4939
H37 -2.7394 -2.6965 -1.4863
H38 -4.2972 -1.7497 -0.0639
H39 -4.4488 -3.3782 0.6264
H40 -3.4234 -2.1824 1.4105
S1 -2.6808 0.2922 3.7365
C26 -0.9837 0.1332 4.0900
C27 -0.2526 1.0652 3.4016
N2 -1.0238 1.9193 2.6196
C28 -2.3409 1.6120 2.6906
H41 -0.5877 -0.5904 4.7884
H42 0.8304 1.1780 3.3712
H43 -3.1257 2.2111 2.2293


DFT (ωB97M-V with the def2-TZVPD basis set) results for a cluster of 7 separate species, C28H43Cl12N2O5P in total in a non-equilibrium geometry.

Its net charge is 0. The SMILES is CNCc1c(O)c(CC(=O)N(C)C)c([PH2]=O)c2c1C(=O)C=CC2=O.ClCCCl.ClCCCl.ClCCCl.ClCCCl.ClCCCl.ClCCCl. The HOMO energy comes out at -8.86 eV. The calculation puts the LUMO energy at -1.06 eV. The multiplicity is 1. For the HOMO-LUMO gap, the calculation gives 7.799 eV.

Geometry (Å):
C1 -5.6773 -3.6608 -3.8799
N1 -4.6412 -2.7334 -3.4274
C2 -5.1309 -1.6509 -2.5742
C3 -4.2417 -1.3116 -1.3668
C4 -3.9625 0.0756 -1.1362
O1 -4.4807 1.0494 -1.9861
C5 -3.1878 0.5468 -0.0447
C6 -3.0033 2.0648 0.1148
C7 -1.5374 2.5929 0.2566
O2 -0.5366 2.0333 -0.1195
N2 -1.3825 3.8785 0.9536
C8 -2.5156 4.7826 0.6417
C9 -1.4634 3.6624 2.4378
C10 -2.6519 -0.4157 0.8751
P1 -1.6635 0.0419 2.3636
O3 -2.5465 0.2407 3.5547
C11 -2.9086 -1.8033 0.6765
C12 -3.6985 -2.2336 -0.4450
C13 -3.9763 -3.7411 -0.5953
O4 -4.9934 -4.2012 -1.0654
C14 -2.8795 -4.6601 -0.0578
C15 -2.1280 -4.2560 0.9762
C16 -2.4251 -2.8991 1.6196
O5 -2.3005 -2.7934 2.8188
H1 -6.6228 -3.6048 -3.3055
H2 -5.3327 -4.7146 -3.8063
H3 -5.9247 -3.4937 -4.9479
H4 -3.8364 -3.2048 -3.0422
H5 -5.2670 -0.7639 -3.2311
H6 -6.1520 -1.8611 -2.1682
H7 -5.4277 0.8545 -2.0507
H8 -3.5817 2.3582 1.0193
H9 -3.4614 2.6391 -0.7132
H10 -2.2688 5.8060 0.9944
H11 -2.7249 4.8614 -0.4405
H12 -3.4562 4.5101 1.1767
H13 -2.0382 2.7330 2.6503
H14 -0.4618 3.6158 2.9016
H15 -2.0522 4.4673 2.9189
H16 -0.8223 1.1504 2.1576
H17 -0.7931 -1.0565 2.6161
H18 -2.7107 -5.6496 -0.5129
H19 -1.3354 -4.9251 1.3344
Cl1 3.8591 1.7097 -1.5968
C17 2.3924 2.6979 -1.8626
C18 2.1510 2.9663 -3.3281
Cl2 3.3820 4.0533 -4.0259
H20 2.5027 3.6218 -1.2978
H21 1.5533 2.1411 -1.4444
H22 1.1858 3.4557 -3.4565
H23 2.1458 2.0432 -3.9098
Cl3 -0.6368 -0.5660 -2.2485
C19 0.5981 -1.6479 -2.9390
C20 1.7675 -0.8720 -3.4912
Cl4 1.3238 0.0667 -4.9401
H24 0.1234 -2.2619 -3.7027
H25 0.9348 -2.3039 -2.1362
H26 2.5632 -1.5553 -3.7870
H27 2.1698 -0.1815 -2.7515
Cl5 -4.5118 -8.0886 -1.3480
C21 -5.6874 -8.4181 -0.0480
C22 -5.8107 -7.2636 0.9166
Cl6 -4.3359 -7.0434 1.8915
H28 -5.3806 -9.3311 0.4590
H29 -6.6480 -8.6002 -0.5293
H30 -6.6272 -7.4513 1.6136
H31 -6.0135 -6.3285 0.3960
Cl7 4.2244 3.6237 3.1564
C23 4.4246 1.8554 3.0136
C24 3.4271 1.2468 2.0614
Cl8 1.7586 1.3104 2.6916
H32 4.3414 1.4266 4.0107
H33 5.4354 1.6784 2.6505
H34 3.6650 0.1954 1.9024
H35 3.4403 1.7483 1.0967
Cl9 7.7584 7.3346 -0.1543
C25 6.6499 6.0716 0.4419
C26 7.1987 5.3538 1.6505
Cl10 8.6131 4.3461 1.2509
H36 6.4539 5.3818 -0.3773
H37 5.7154 6.5678 0.7024
H38 6.4404 4.6872 2.0578
H39 7.4934 6.0529 2.4311
Cl11 7.1102 -1.0667 1.7511
C27 8.5580 -0.0343 1.8936
C28 8.7338 0.5066 3.2914
Cl12 7.4681 1.6869 3.7078
H40 8.4722 0.7688 1.1635
H41 9.4155 -0.6508 1.6254
H42 9.6904 1.0227 3.3705
H43 8.7135 -0.2874 4.0357